# 1
Below is 2 unconnected molecules or ions with the total composition CHF3N2O in a non-equilibrium geometry, with properties calculated with ωB97M-V/def2-TZVPD.

## Properties
Relative energy (zero: lowest compared OMol25 entry of this formula, charge and spin) in kcal/mol: 179.1
LUMO level (spin up / spin down) in eV: -3.810 / -0.114

The geometry in ORCA input format:
```
! RIJCOSX wB97M-V def2-TZVPD def2/J DEFGRID3
* xyz 0 1
F 0.60655 1.82576 0.35335
F 3.76512 0.01962 -1.06505
F 3.84332 -0.75275 0.79008
O 0.44350 -1.57709 -0.03040
N 1.05109 0.55202 0.42349
N 3.76949 0.41975 0.18124
C 0.22744 -0.42764 0.28825
H -0.89424 -0.39178 0.54773
*
```

***

# 2
Below is 7 unconnected molecules or ions with the total composition C10H34N10O7 in a non-equilibrium geometry, with properties calculated with ωB97M-V/def2-TZVPD.

## Properties
Expectation value of S²: 0.7682
LUMO level (spin up / spin down) in eV: -2.492 / -8.733

The geometry in ORCA input format:
```
! RIJCOSX wB97M-V def2-TZVPD def2/J DEFGRID3
* xyz 1 2
O 1.13149 -4.93992 -3.34107
O -4.09849 0.70956 3.40952
O -0.35583 4.18077 -0.14437
O 0.10645 1.40524 -0.46095
O 2.42584 -1.37388 0.04665
O 0.48295 -0.05802 -2.66488
O -1.15828 -2.83602 2.10339
N 0.33969 1.14726 -4.47075
N -1.44978 0.17871 -3.80965
N -0.56614 -4.98651 2.16274
N 0.22107 -3.16741 -2.35527
N 2.23717 -3.70194 -1.91190
N -2.02166 -0.14584 3.52996
N 3.32482 0.11796 -1.36347
N 4.22970 -0.28721 0.60159
N -3.42004 -1.24696 2.48008
N 0.69946 -3.60032 1.04165
C 1.19819 -3.99002 -2.56873
C -0.17284 0.38624 -3.55755
C -0.43625 4.73689 1.15239
C 0.66082 5.72401 1.41449
C 3.29135 -0.58150 -0.25637
C -2.19435 1.11258 -0.32582
C -0.85020 0.55184 0.14402
C -3.24409 -0.12268 3.10851
C -0.40137 -3.75619 1.76429
C -0.44584 3.56167 2.16765
H -1.36027 -5.01485 2.78616
H 0.29560 -2.29259 -1.85604
H -0.21153 3.23415 -0.07592
H 1.50302 -4.21090 1.00180
H -1.64507 0.66267 4.00386
H -4.32268 -1.33000 2.03461
H -1.91699 -0.41523 -3.13954
H 0.66422 0.79665 -0.95097
H 2.21293 -2.79654 -1.46494
H 0.49817 6.14923 2.40486
H 4.81186 0.48417 0.30806
H 4.12534 0.55918 -1.79312
H -1.25564 2.86837 1.94033
H 0.74095 6.42947 0.58745
H -0.59424 -0.47543 -0.11538
H -0.65251 3.89689 3.18402
H -1.90396 0.56640 -4.62421
H 1.62466 5.21923 1.34881
H -0.04376 -5.71072 1.69080
H -0.71594 -3.41309 -2.64120
H -2.62041 -1.79499 2.19660
H -2.33998 2.12245 0.05767
H 4.23179 -0.53499 1.58072
H -3.01815 0.51018 0.05703
H 0.93412 -2.71879 0.60813
H 0.49406 3.00979 2.15690
H 2.50065 -0.04434 -1.92427
H -1.42652 -0.90868 3.24015
H -0.69957 0.74880 1.20545
H -2.34604 1.17855 -1.40319
H 3.15217 -4.12097 -1.99728
H -1.34716 5.33173 1.21943
H 1.26518 1.49014 -4.25626
H -0.16784 1.50586 -5.26695
*
```

***

# 3
Below is a molecular structure, C25H31N3O2 in a non-equilibrium geometry, with properties calculated with ωB97M-V/def2-TZVPD.

## Properties
Relative energy (zero: lowest compared OMol25 entry of this formula, charge and spin) in kcal/mol: 462.7
LUMO level in eV: 0.427

The geometry in ORCA input format:
```
! RIJCOSX wB97M-V def2-TZVPD def2/J DEFGRID3
* xyz 0 1
O -2.03221 1.29134 -2.46452
O -1.70778 -4.57379 1.11888
N -0.05491 0.73515 1.19854
N 2.22457 -0.47136 -3.19873
N -0.67037 -1.35337 -3.66132
C -1.32177 -3.22782 1.33173
C -2.27869 2.74904 4.17372
C -0.13347 -0.66287 1.35636
C 1.71414 -1.40481 -2.29121
C -1.11645 0.32052 -0.71813
C -1.36619 -2.40768 0.20727
C -0.44713 1.10245 0.15398
C 0.14798 3.56063 3.44267
C -1.52765 1.96975 3.33816
C 3.27517 0.27514 -2.74251
C 0.12048 -0.44198 -4.45308
C -1.76816 -0.84757 -2.86695
C -0.38212 -2.78978 2.30724
C -1.87537 4.16315 4.33806
C -1.36283 -5.52743 2.09180
C -0.26948 2.33311 3.04442
C 3.30286 1.02393 -1.34435
C 0.26671 -2.18165 -2.99542
C -1.05780 -1.03221 0.16048
C 1.10128 0.43476 -3.60072
C -0.63386 4.57108 3.95585
C -0.19009 2.67467 -0.39824
C -1.65805 0.10842 -1.90174
C 0.07737 -1.35871 2.40203
C 0.82351 1.53807 2.26406
H -2.44699 -0.43521 -3.57921
H 4.19167 1.45867 -0.99892
H -0.56602 0.48130 -4.71448
H 4.05756 0.68218 -3.24916
H -0.71341 2.89854 -1.19060
H 1.60565 1.12837 -4.28633
H 1.57854 2.07576 1.64159
H 3.96926 -0.62761 -2.39133
H -0.85244 3.14240 0.33391
H -0.12555 5.47927 4.33562
H 2.59083 1.93526 -1.63324
H 0.98413 4.12432 2.94749
H -2.56585 4.66295 4.98487
H 0.64526 -1.22319 3.27010
H 1.06533 -0.98539 -1.25428
H 1.47630 0.64231 2.92326
H 0.80929 -2.72685 -3.80932
H -1.56357 1.00613 3.26393
H 0.55845 1.10804 -2.66836
H -0.37495 -3.58624 3.24401
H 2.70811 0.50033 -0.40770
H 0.02769 -2.94277 -2.10819
H 0.65075 -0.71743 -5.14344
H -3.17761 2.21281 4.43440
H -2.28108 -1.81078 -2.30010
H -1.92214 -2.87513 -0.65019
H -0.48439 -5.59618 2.29258
H 0.84695 2.99249 -0.27393
H 2.31053 -2.20815 -1.91342
H -1.90919 -4.94715 2.93351
H -2.29276 -6.41925 1.71861
*
```

***

# 4
Below is a molecular structure, C41H31N2P2PtS7 in a non-equilibrium geometry, with properties calculated with ωB97M-V/def2-TZVPD.

## Properties
Relative energy (zero: lowest compared OMol25 entry of this formula, charge and spin) in kcal/mol: 19.0
LUMO level in eV: -3.662

The geometry in ORCA input format:
```
! RIJCOSX wB97M-V def2-TZVPD def2/J DEFGRID3
* xyz 1 1
Pt -0.05031 0.15682 0.39099
S -1.48594 2.03163 0.57745
S -2.42911 4.95948 -2.46120
S -2.37050 3.48170 -5.03191
S 0.24428 0.70918 2.84042
S -1.22840 -0.91869 -1.41859
S -1.58688 2.20895 -2.45999
S -2.28337 5.38850 0.44794
P -1.54866 -0.28031 2.93312
P -2.42765 -1.58755 0.12175
N 1.60597 0.93170 -0.74925
N 1.43487 -1.32547 0.69364
C -1.59715 -0.79902 1.34172
C -5.20274 1.34712 3.67828
C 3.73008 0.25746 -1.67276
C 2.22605 -3.47028 1.33012
C -3.13295 -5.48192 -0.81098
C 3.45375 -2.19502 -0.29327
C 2.60780 0.02864 -0.87888
C -2.15039 3.54575 -3.41693
C -4.44181 0.17197 -0.52149
C 3.29098 -3.36356 0.47299
C -2.46989 -3.39074 0.18216
C -1.68404 2.97958 -0.88298
C -6.77661 -0.18748 -0.09103
C -2.03333 4.27718 -0.89457
C -3.14556 -4.09797 -0.81445
C 4.70808 -0.78615 -1.81669
C -2.66437 -2.46942 4.21281
C 2.48394 -1.20317 -0.15619
C 4.56978 -1.96193 -1.16830
C -6.50199 -1.46805 0.36754
C 1.71272 2.10043 -1.35190
C -1.48594 -3.92139 5.72161
C -4.19358 0.50561 3.24131
C 3.83024 1.51442 -2.29773
C -2.45324 -6.16819 0.18948
C -1.53510 -1.65539 4.11078
C -0.36573 -3.10952 5.63336
C 1.31180 -2.41573 1.42170
C -4.88859 2.50295 4.38117
C -1.77138 -5.47012 1.17427
C -2.63807 -3.59770 5.01414
C -3.56371 2.81790 4.64437
C -0.38638 -1.97829 4.82659
C -5.74643 0.63311 -0.53390
C -2.54937 1.97955 4.20636
C 2.83102 2.43695 -2.12513
C -0.83503 5.15416 1.50327
C -1.77333 -4.08195 1.16593
C -4.15845 -1.11665 -0.06507
C -2.86073 0.81803 3.50603
C -5.19533 -1.93536 0.38329
H -0.93982 5.92144 2.26912
H -6.23481 1.10129 3.46531
H -3.65003 -6.02873 -1.58801
H -4.98728 -2.93302 0.74780
H 0.48036 -2.43456 2.11236
H 0.88584 2.78680 -1.23137
H 5.30736 -2.74550 -1.28253
H -7.79817 0.16904 -0.11403
H 4.69285 1.74047 -2.91174
H -1.23808 -6.00508 1.94964
H 5.56064 -0.60736 -2.45876
H -1.51423 2.23114 4.40095
H -7.30556 -2.10513 0.71272
H -3.67798 -3.56516 -1.59394
H -5.96238 1.63172 -0.89014
H 0.48944 -1.34511 4.75009
H -3.56608 -2.23097 3.66050
H -4.45336 -0.37987 2.67230
H 0.07709 5.33472 0.93830
H -0.81918 4.17119 1.96311
H -5.67812 3.16041 4.72025
H 0.52605 -3.35159 6.19657
H -1.46569 -4.80624 6.34401
H 2.88732 3.41836 -2.57309
H 2.08700 -4.34496 1.94919
H -3.31901 3.72049 5.18859
H -1.25286 -3.52587 1.93391
H 4.01753 -4.16197 0.38847
H -3.63441 0.80260 -0.86953
H -3.51593 -4.22566 5.08950
H -2.45812 -7.25021 0.19852
*
```

***

Computed E (hartree) in order:
-522.70153; -1475.46153; -1285.32193; -5279.73022